[1]
{
  "formula": "C20H25NOP2Pr",
  "method": "ωB97M-V with the def2-TZVPD basis set",
  "max_force_ha_per_bohr": 0.2569,
  "s2": 2.059,
  "total_charge": 1,
  "gap_ev": [6.145, 6.123],
  "mol_weight_g_mol": 498.3,
  "spin_multiplicity": 3,
  "homo_ev": [-9.97, -9.96],
  "relative_energy_kcal_mol": 25.3,
  "elements": ["C", "C", "C", "C", "C", "C", "C", "C", "C", "C", "C", "C", "C", "H", "H", "H", "H", "H", "H", "H", "N", "Pr", "C", "H", "H", "C", "H", "H", "P", "P", "C", "H", "H", "H", "C", "H", "H", "H", "C", "H", "H", "H", "C", "H", "H", "H", "H", "H", "O", "C"],
  "coordinates": [[-1.686, 2.934, -2.030], [-1.311, 1.778, -1.339], [0.071, 1.507, -1.147], [1.036, 2.362, -1.698], [0.633, 3.494, -2.424], [-0.727, 3.793, -2.580], [2.490, 2.032, -1.432], [2.697, 0.535, -1.481], [1.680, -0.258, -0.938], [1.807, -1.670, -0.906], [2.992, -2.251, -1.360], [4.023, -1.466, -1.893], [3.866, -0.074, -1.966], [-2.753, 3.148, -2.165], [1.395, 4.153, -2.855], [-1.039, 4.686, -3.133], [3.160, 2.563, -2.120], [3.099, -3.342, -1.328], [4.942, -1.938, -2.258], [4.664, 0.548, -2.387], [0.511, 0.361, -0.502], [0.003, 0.121, 1.565], [-2.360, 0.825, -0.803], [-2.170, -0.204, -1.163], [-3.369, 1.134, -1.106], [0.641, -2.522, -0.450], [-0.257, -2.278, -1.048], [0.860, -3.588, -0.551], [-2.272, 0.745, 1.049], [0.108, -2.307, 1.302], [1.321, -3.098, 2.351], [1.012, -3.023, 3.406], [1.385, -4.146, 2.048], [2.298, -2.602, 2.238], [-1.424, -3.202, 1.477], [-1.196, -4.268, 1.377], [-1.877, -3.009, 2.463], [-2.140, -2.902, 0.697], [-2.641, 2.450, 1.572], [-3.528, 2.828, 1.042], [-2.826, 2.465, 2.659], [-1.783, 3.107, 1.353], [-3.706, -0.216, 1.586], [-3.654, -0.378, 2.676], [-4.630, 0.325, 1.341], [-3.716, -1.200, 1.094], [2.742, 2.379, -0.402], [1.626, -0.330, 1.767], [0.001, -0.001, 4.724], [0.000, 0.002, 3.676]],
  "atomic_forces_ev_per_a": [[0.1, 0.1, 0.0], [0.4, 0.2, 0.1], [0.0, 0.6, -1.0], [-0.2, 0.9, -0.3], [-0.1, -0.2, 0.2], [0.1, -0.2, 0.1], [-0.1, 0.0, 0.3], [0.7, -0.5, -0.1], [0.7, -0.3, -1.0], [0.2, 0.4, 0.1], [0.0, 0.1, -0.1], [-0.2, 0.3, 0.0], [-0.2, -0.2, 0.2], [0.4, -0.1, 0.0], [-0.3, -0.3, 0.2], [0.1, -0.4, 0.3], [-0.2, -0.2, 0.1], [0.0, 0.4, 0.0], [-0.4, 0.2, 0.2], [-0.3, -0.3, 0.2], [-0.3, -0.6, -1.2], [1.1, 6.5, -4.9], [0.1, -0.2, 0.2], [-0.1, 0.3, 0.0], [0.2, -0.1, 0.0], [-0.2, -0.3, 0.2], [0.3, -0.2, 0.1], [0.0, 0.0, -0.3], [-6.7, 1.4, -1.7], [1.2, -2.8, -0.6], [0.4, -0.7, 0.3], [0.1, -0.1, -0.4], [0.2, -0.1, 0.3], [-0.4, -0.2, -0.1], [-0.6, -0.7, 0.0], [-0.4, 0.0, 0.0], [0.2, -0.2, -0.3], [0.2, -0.2, 0.2], [0.1, 0.3, 0.2], [0.2, 0.0, 0.2], [0.0, 0.0, -0.4], [-0.4, -0.1, 0.0], [-0.8, -0.1, 0.1], [-0.1, 0.1, -0.4], [0.1, -0.3, 0.1], [0.0, 0.3, 0.1], [-0.1, -0.1, -0.5], [4.4, -1.9, 1.4], [-0.1, 0.0, 13.2], [0.7, -0.7, -5.3]]
}

***

[2]
{
  "formula": "C20H26AuClO8Si",
  "method": "ωB97M-V with the def2-TZVPD basis set",
  "max_force_ha_per_bohr": 0.0124,
  "s2": 2.006,
  "gap_ev": [6.654, 6.346],
  "mol_weight_g_mol": 654.9,
  "spin_multiplicity": 3,
  "homo_ev": [-6.56, -9.46],
  "relative_energy_kcal_mol": 1.7,
  "elements": ["Au", "C", "C", "C", "O", "C", "O", "O", "H", "H", "H", "H", "H", "H", "H", "O", "Cl", "O", "O", "O", "C", "C", "C", "C", "Si", "O", "C", "C", "C", "C", "C", "C", "C", "C", "C", "C", "C", "C", "H", "H", "H", "H", "H", "H", "H", "H", "H", "H", "H", "H", "H", "H", "H", "H", "H", "H", "H"],
  "coordinates": [[-0.836, -0.097, -0.740], [3.666, 1.829, -0.094], [2.795, 0.698, 0.309], [3.095, -0.135, 1.505], [2.216, 0.067, -0.753], [0.811, 2.775, 1.324], [1.622, 3.183, 2.055], [-0.029, 2.405, 0.610], [4.626, 1.477, -0.499], [3.885, 2.476, 0.756], [3.187, 2.426, -0.872], [3.944, -0.814, 1.325], [2.233, -0.747, 1.787], [3.352, 0.490, 2.359], [1.729, -0.715, -0.424], [-2.206, 0.770, -2.037], [-3.689, 0.669, -1.697], [-4.306, 1.829, -2.238], [-4.169, -0.532, -2.317], [-3.808, 0.596, -0.273], [-1.894, -5.222, -0.564], [-1.847, -3.727, -0.677], [-2.737, -2.938, 0.237], [-1.719, -3.189, -2.070], [0.222, -3.211, 0.210], [0.233, -1.648, 0.162], [0.361, -3.984, 1.896], [1.674, -3.913, 2.382], [2.000, -4.404, 3.637], [1.020, -4.984, 4.428], [-0.283, -5.067, 3.962], [-0.609, -4.569, 2.708], [1.289, -4.064, -1.025], [1.670, -5.397, -0.851], [2.486, -6.021, -1.783], [2.931, -5.316, -2.893], [2.567, -3.988, -3.073], [1.747, -3.365, -2.145], [-2.893, -5.536, -0.898], [-1.770, -5.588, 0.455], [-1.164, -5.703, -1.213], [-3.751, -2.979, -0.189], [-2.480, -1.880, 0.273], [-2.784, -3.338, 1.247], [-2.727, -3.192, -2.508], [-1.065, -3.799, -2.688], [-1.400, -2.145, -2.098], [2.459, -3.472, 1.776], [3.020, -4.335, 3.994], [1.271, -5.372, 5.406], [-1.052, -5.516, 4.577], [-1.637, -4.641, 2.381], [1.335, -5.948, 0.022], [2.779, -7.053, -1.641], [3.569, -5.803, -3.619], [2.922, -3.438, -3.934], [1.467, -2.327, -2.289]],
  "atomic_forces_ev_per_a": [[-0.3, -0.5, -0.2], [0.1, 0.0, 0.1], [0.0, 0.2, 0.1], [0.0, 0.1, 0.1], [0.0, -0.4, -0.1], [0.0, 0.0, 0.1], [-0.4, -0.2, -0.3], [0.4, 0.2, 0.3], [0.0, 0.0, 0.0], [0.0, 0.0, 0.0], [0.0, 0.0, 0.0], [0.0, 0.0, 0.0], [0.0, 0.0, 0.0], [0.0, 0.0, 0.0], [0.0, 0.2, -0.1], [-0.1, 0.5, 0.1], [0.1, -0.2, -0.2], [0.1, -0.1, 0.0], [0.1, 0.1, 0.1], [0.0, 0.0, 0.0], [0.0, 0.0, 0.0], [0.0, 0.1, 0.0], [-0.1, 0.0, -0.1], [-0.1, 0.0, 0.0], [-0.1, 0.0, 0.1], [0.1, 0.3, 0.1], [0.0, 0.0, 0.0], [0.0, 0.0, 0.0], [0.0, 0.0, 0.0], [0.0, 0.0, 0.0], [0.0, 0.0, 0.0], [0.0, 0.0, 0.0], [0.0, 0.0, 0.0], [0.0, 0.0, -0.1], [0.0, 0.0, 0.0], [0.0, 0.0, 0.0], [0.0, 0.0, 0.0], [0.0, 0.0, 0.0], [0.0, 0.0, 0.0], [0.0, 0.0, 0.0], [0.0, 0.0, 0.0], [0.0, 0.0, 0.0], [0.0, 0.0, 0.0], [0.0, 0.0, 0.0], [0.0, 0.0, 0.0], [0.0, 0.0, 0.0], [0.0, -0.1, 0.0], [0.0, 0.0, 0.0], [0.0, 0.0, 0.0], [0.0, 0.0, 0.0], [0.0, 0.0, 0.0], [0.0, 0.0, 0.0], [0.0, 0.0, 0.0], [0.0, 0.0, 0.0], [0.0, 0.0, 0.0], [0.0, 0.0, 0.0], [0.0, 0.0, 0.0]]
}

***

[3]
{
  "formula": "C20H26BF24NO6Si",
  "method": "ωB97M-V with the def2-TZVPD basis set",
  "max_force_ha_per_bohr": 0.0105,
  "gap_ev": 9.311,
  "mol_weight_g_mol": 871.3,
  "smiles": "FC(F)C(F)(F)COC(F)(F)C(F)F.FC(F)C(F)(F)COC(F)(F)C(F)F.FC(F)C(F)(F)COC(F)(F)C(F)F.C[Si](C)(C)OCCBON=O",
  "homo_ev": -9.88,
  "elements": ["F", "C", "F", "C", "F", "F", "C", "O", "C", "F", "F", "C", "F", "F", "H", "H", "H", "H", "F", "C", "F", "C", "F", "F", "C", "O", "C", "F", "F", "C", "F", "F", "H", "H", "H", "H", "F", "C", "F", "C", "F", "F", "C", "O", "C", "F", "F", "C", "F", "F", "H", "H", "H", "H", "C", "Si", "C", "C", "O", "C", "C", "B", "O", "N", "O", "H", "H", "H", "H", "H", "H", "H", "H", "H", "H", "H", "H", "H", "H"],
  "coordinates": [[-0.411, 4.830, 2.172], [-0.979, 6.021, 1.891], [-0.751, 6.854, 2.928], [-2.495, 5.872, 1.706], [-3.066, 5.502, 2.867], [-2.928, 7.136, 1.406], [-2.997, 4.989, 0.559], [-3.390, 3.667, 0.891], [-2.508, 2.623, 0.909], [-1.305, 2.969, 0.428], [-3.005, 1.662, 0.094], [-2.410, 1.985, 2.305], [-2.016, 2.897, 3.212], [-1.497, 0.991, 2.274], [-0.522, 6.439, 0.991], [-3.920, 5.466, 0.235], [-2.310, 5.005, -0.288], [-3.382, 1.578, 2.592], [-9.557, 2.276, 0.573], [-9.625, 1.959, -0.735], [-9.994, 0.665, -0.840], [-8.258, 2.136, -1.410], [-7.378, 1.253, -0.907], [-8.479, 1.812, -2.722], [-7.651, 3.545, -1.436], [-6.672, 3.840, -0.458], [-6.980, 4.341, 0.770], [-8.276, 4.666, 0.883], [-6.266, 5.490, 0.925], [-6.523, 3.412, 1.906], [-7.111, 2.205, 1.793], [-6.892, 3.956, 3.085], [-10.378, 2.583, -1.223], [-7.109, 3.585, -2.379], [-8.435, 4.303, -1.473], [-5.441, 3.295, 1.870], [4.683, -6.450, -1.773], [4.370, -5.141, -1.823], [3.138, -5.019, -2.365], [5.368, -4.373, -2.701], [5.267, -4.779, -3.980], [4.944, -3.072, -2.635], [6.836, -4.344, -2.255], [7.719, -5.253, -2.886], [7.936, -6.515, -2.421], [7.341, -6.736, -1.238], [9.271, -6.652, -2.231], [7.548, -7.586, -3.455], [6.247, -7.478, -3.782], [7.754, -8.805, -2.912], [4.354, -4.729, -0.809], [7.192, -3.364, -2.568], [6.909, -4.389, -1.168], [8.162, -7.475, -4.350], [0.841, 0.479, -0.092], [1.697, -1.183, -0.059], [3.414, -0.989, -0.782], [0.767, -2.385, -1.130], [1.748, -1.840, 1.461], [1.968, -1.115, 2.651], [3.408, -0.611, 2.815], [4.536, -1.688, 2.701], [4.534, -2.589, 1.659], [5.760, -3.194, 1.245], [6.623, -2.423, 1.165], [1.158, 0.984, -1.010], [1.115, 1.137, 0.735], [-0.246, 0.393, -0.133], [4.103, -0.480, -0.107], [3.818, -1.981, -0.976], [3.369, -0.431, -1.720], [1.359, -3.282, -1.320], [-0.175, -2.685, -0.667], [0.559, -1.915, -2.095], [1.262, -0.282, 2.738], [1.742, -1.796, 3.475], [3.470, -0.165, 3.813], [3.619, 0.197, 2.103], [5.426, -1.801, 3.490]],
  "atomic_forces_ev_per_a": [[0.0, 0.0, 0.0], [-0.1, 0.0, 0.0], [0.0, 0.0, 0.0], [0.0, 0.0, 0.1], [0.0, 0.0, 0.0], [0.0, 0.0, 0.0], [-0.2, 0.1, -0.5], [0.1, 0.1, 0.5], [-0.1, -0.1, -0.3], [0.1, 0.0, 0.1], [0.0, 0.0, 0.0], [-0.1, 0.0, 0.0], [0.0, 0.0, 0.0], [0.0, 0.0, 0.0], [0.0, 0.0, 0.0], [0.0, 0.0, 0.0], [0.1, 0.0, 0.1], [0.0, 0.0, 0.0], [0.0, 0.0, 0.0], [0.0, 0.0, -0.1], [0.0, 0.0, 0.0], [0.0, -0.1, 0.1], [0.0, 0.0, 0.0], [0.0, 0.0, 0.0], [0.0, 0.3, -0.3], [0.0, -0.5, 0.1], [0.0, 0.2, 0.0], [-0.1, 0.0, 0.0], [0.0, 0.1, 0.0], [0.0, 0.0, 0.0], [-0.1, 0.0, 0.0], [0.0, 0.0, 0.0], [0.0, 0.0, 0.0], [0.0, 0.0, 0.0], [0.0, -0.1, 0.1], [0.0, 0.0, 0.0], [0.0, 0.0, 0.0], [0.0, 0.1, 0.0], [0.0, 0.0, 0.0], [0.0, -0.1, 0.0], [0.0, 0.0, 0.0], [0.1, -0.1, -0.1], [0.2, 0.3, 0.2], [-0.4, -0.1, -0.4], [0.2, 0.0, 0.1], [-0.1, 0.0, 0.0], [0.0, 0.0, 0.1], [0.1, 0.1, 0.0], [-0.1, 0.0, 0.0], [0.0, 0.0, 0.0], [0.0, 0.0, 0.0], [0.0, 0.0, 0.0], [-0.1, -0.1, 0.0], [0.0, 0.0, 0.0], [0.1, 0.1, -0.1], [0.0, 0.0, -0.3], [-0.1, 0.0, 0.3], [0.1, 0.0, 0.1], [-0.1, 0.1, 0.0], [0.0, -0.2, 0.1], [-0.2, -0.2, 0.4], [0.1, 0.0, 0.0], [0.0, 0.0, -0.2], [-0.4, -0.1, 0.0], [0.3, 0.1, 0.1], [0.0, 0.0, 0.0], [-0.1, 0.0, 0.0], [0.0, 0.0, 0.1], [0.0, 0.1, -0.1], [0.1, 0.1, -0.1], [0.0, -0.1, 0.0], [0.0, 0.0, 0.0], [0.0, 0.0, -0.1], [-0.1, -0.1, 0.0], [0.0, 0.0, -0.1], [0.0, 0.0, 0.0], [0.0, 0.1, -0.1], [0.0, -0.1, 0.0], [0.1, 0.2, -0.1]]
}